93
Properties=species:S:1:pos:R:3:forces:R:3 method="wB97M-V/def2-TZVPD" homo_energy_ha=-0.1026 orbital_gap_ev=6.7592 charge=-2
C 2.03019 -5.83494 -1.91687 0.0 0.0 0.0
C 0.77659 -3.33976 -1.73949 0.1 0.0 -0.1
O 3.77708 0.34938 -1.81184 0.0 0.0 0.0
C 1.08037 0.23329 -4.84449 0.0 0.0 0.0
C -1.07858 3.43963 4.91186 0.0 0.0 0.0
C -4.26286 -2.11573 -1.58552 0.0 0.0 0.0
H 3.58837 -1.43016 1.40844 0.0 0.0 0.0
C 4.21241 0.49466 0.52349 0.0 0.0 0.0
C -1.63026 -0.72644 5.14618 0.0 0.0 0.0
H -2.55517 2.13606 6.70816 0.0 0.0 0.0
O 1.84116 2.36599 0.20844 0.0 0.3 0.1
H 5.92836 -0.34101 2.39647 0.0 0.0 0.0
F 0.88241 3.46613 -2.40690 0.0 0.0 0.0
C 1.32386 -5.34081 -3.00714 0.0 0.0 0.0
C 0.94391 -0.28924 -3.56752 0.0 0.0 0.0
H 4.81949 -1.14551 3.51466 0.0 0.0 0.0
C 0.25804 3.13733 2.93242 0.0 0.0 0.1
C 2.14240 -5.08212 -0.76354 0.0 0.0 0.0
F -6.08255 4.01147 -2.64650 0.0 0.0 0.0
H 4.90993 2.44550 1.27837 0.0 -0.1 0.0
N -2.71671 2.67642 -1.71051 0.2 -0.1 0.0
H 2.51398 -6.80350 -1.97073 0.0 0.0 0.0
C 3.86375 -0.42044 1.69727 -0.1 0.0 0.0
H 0.14418 -3.72223 -3.74181 0.0 0.0 0.0
H 2.39726 -3.39910 1.11522 0.0 0.0 0.0
C 0.70995 -4.10298 -2.90058 -0.1 0.0 0.0
C -0.86109 -0.18450 4.15865 0.0 0.0 0.1
H 2.70532 2.19391 2.98549 0.0 0.0 0.0
C -0.28902 3.95379 -2.03228 -0.1 -0.1 0.1
F -0.10356 4.99539 -1.23275 0.0 0.0 0.0
C -0.30241 3.97304 3.92581 0.0 0.0 0.0
H 4.17454 0.89091 4.47294 0.0 0.0 0.0
H -1.88313 -2.09377 -4.04205 0.0 0.0 0.0
H -2.79337 -0.62509 -2.01356 0.0 0.0 0.0
C -4.50191 -3.41724 -1.16498 0.0 0.0 0.0
P -0.19609 -1.78334 -1.54893 -0.2 -0.1 0.0
F -4.40148 3.61621 -3.95020 0.1 0.0 0.0
C -0.67076 1.21775 3.98355 0.1 -0.1 0.0
O 2.72983 0.25088 2.26615 0.0 0.2 0.1
H -5.08584 -1.43741 -1.76479 0.0 0.0 0.0
S -3.83188 3.75190 -1.36424 0.0 -0.2 0.0
H -5.51835 -3.76806 -1.03461 0.0 0.0 0.0
O 2.15901 -0.31649 -0.42174 -0.2 0.0 0.1
C 4.91739 -0.32212 2.80694 0.0 0.0 0.0
O 3.35504 4.00714 0.24282 0.1 0.0 0.0
N 1.67575 -3.06819 0.49394 -0.1 0.0 0.0
F -0.93805 4.35994 -3.12706 0.0 0.0 0.0
C -4.94398 3.30661 -2.77056 -0.1 0.1 0.1
H -0.13858 5.04444 3.87928 0.0 0.0 0.0
C -1.87986 -2.49773 -1.47046 0.0 0.0 0.0
F -5.25707 2.01554 -2.77701 0.0 0.0 0.0
C 1.54141 -3.82063 -0.66628 0.1 0.0 0.1
C 3.40689 1.49239 2.54521 0.0 0.0 0.0
O -3.42021 5.10412 -1.61352 0.0 0.1 0.0
Se -4.69908 -0.05222 1.33672 0.3 0.0 0.0
C 3.00393 2.85567 0.45630 0.0 0.0 0.0
H -2.89475 -0.30500 6.84515 0.0 0.0 0.0
C 3.97320 1.89960 1.16618 0.0 0.1 0.0
C -1.04567 -1.44314 -4.26122 0.0 0.0 0.0
S -1.28270 2.62690 -1.14423 -0.1 0.1 0.0
N -1.76672 0.04858 0.93836 -0.6 0.0 -0.1
Br 0.04871 -1.42482 3.02506 0.0 0.0 -0.1
O -1.13088 2.89323 0.27058 0.0 0.1 -0.1
H -1.55414 4.06816 5.65759 0.0 0.0 0.0
H -1.74886 -1.79897 5.21397 0.0 0.0 0.0
H 1.24393 -5.91199 -3.92302 0.0 0.0 0.0
C 0.15288 -0.07154 -5.83131 0.0 0.0 0.0
H -1.30438 -4.45405 -0.78759 0.0 0.0 0.0
H 5.36850 1.74520 3.48202 0.0 0.0 0.0
H 5.25010 0.39143 0.20507 0.0 0.0 0.0
C -0.12425 -1.13355 -3.26396 0.1 -0.1 0.0
H 1.67910 -0.04156 -2.80996 0.0 0.0 0.0
H 2.71878 -5.45239 0.07767 0.0 0.0 0.0
H 0.25339 0.35181 -6.82399 0.0 0.0 0.0
Y 0.39146 0.80866 0.70039 1.1 -0.5 -0.5
C 3.32630 0.17302 -0.68837 0.0 0.0 0.1
H 0.82414 3.62470 2.14223 -0.1 0.0 0.0
H -3.60766 -5.25773 -0.51658 0.0 0.0 0.0
C -2.12915 -3.79236 -1.02127 0.0 0.0 -0.1
O -0.62464 1.39280 -1.54335 -0.1 0.0 0.0
C -2.08350 1.47105 5.99271 0.0 0.0 0.0
C -3.43233 -4.24886 -0.87209 0.0 0.0 0.0
C -0.91016 -0.91286 -5.53723 0.0 0.0 0.0
C -2.26745 0.12339 6.07309 0.0 0.0 0.0
C 0.08195 1.76767 2.89607 -0.1 0.1 0.3
H -1.64256 -1.15545 -6.29840 0.0 0.0 0.0
C -2.92302 0.01927 1.09210 -0.4 -0.1 0.1
O -4.58406 3.45915 -0.18813 0.0 0.0 0.0
H 1.91340 0.89250 -5.05492 0.0 0.0 0.0
H 1.76190 -2.06967 0.29940 0.1 0.0 0.1
C 4.54577 1.03078 3.45734 0.0 0.0 0.0
C -1.28361 2.03933 4.97068 0.0 0.1 0.0
C -2.96403 -1.65799 -1.72640 0.0 0.1 0.0



77
Properties=species:S:1:pos:R:3:forces:R:3 method="wB97M-V/def2-TZVPD" homo_energy_ha=-0.3570 orbital_gap_ev=5.6916 charge=+1
C 2.34493 -0.50353 -5.42418 0.5 -0.1 0.4
C -1.31296 3.65155 -4.45434 -0.1 0.0 -0.2
C -2.63171 0.62866 2.80209 -0.3 0.3 -0.8
H 0.07518 4.81840 -1.61071 0.0 0.0 0.1
H -5.01284 -0.59633 -4.63427 -0.1 0.1 0.0
O 2.93949 -0.98077 -0.35761 -0.3 -0.4 -1.6
H -3.60220 -3.72834 -1.22673 0.1 -0.1 0.0
P -0.54213 0.03443 -2.61790 -0.9 2.0 1.5
C 2.15982 -0.71050 -2.64482 0.1 0.4 -2.8
Pd -0.48257 0.31436 0.04648 -2.8 0.6 0.3
H -2.34435 -3.91849 -4.83328 0.0 -0.1 0.0
C -5.25935 -0.24872 -1.05202 0.1 0.3 0.1
C 2.68864 -0.29055 0.76634 -1.1 1.4 1.4
H -7.02608 -1.23631 -1.75237 -0.1 0.0 0.0
C -3.09288 0.62823 4.12436 0.2 0.0 -0.3
C -3.46044 1.11385 1.77686 0.4 -0.1 0.6
C 3.70419 -0.55342 1.83341 0.0 0.1 -0.2
C -2.85558 3.86278 0.01354 0.1 -0.4 0.4
H -5.95627 -3.45316 -1.86407 -0.1 -0.1 0.0
H 4.70274 -0.43969 1.41831 0.1 0.0 0.0
H 3.60819 -1.58165 2.18049 -0.1 -0.1 -0.1
O 1.74410 0.47882 0.87980 1.3 -1.0 -0.1
H -2.45680 0.23505 4.90332 0.1 0.0 0.1
S -1.02436 0.05017 2.46108 1.0 0.0 -1.3
H -4.49785 2.18210 -2.42519 0.0 0.1 -0.1
C 3.42420 -0.75030 -3.28003 -0.8 -0.2 1.0
C -4.09501 3.01922 -1.86827 0.1 -0.5 0.1
C -5.98905 -1.34984 -1.47116 0.0 0.1 0.0
C -4.04663 -1.02698 -4.42280 -0.1 -0.1 -0.1
C -0.85016 4.56063 -3.51775 0.1 -0.1 0.1
H -2.25643 -1.75659 -0.53079 -0.4 0.0 0.0
H -1.62026 1.59680 -4.94044 0.0 -0.1 -0.1
C 1.00361 -0.43610 -3.43648 0.8 -0.1 0.4
O 0.73371 -1.30382 -0.88049 5.2 -0.9 -1.4
C -0.30778 4.10556 -2.32509 0.0 0.1 -0.1
H 0.20128 2.39252 -1.12141 -0.3 0.2 -0.4
C -3.76891 5.38069 -1.59530 0.1 0.0 0.0
C 1.90953 -1.02528 -1.29864 -3.9 -1.1 3.8
H -1.71228 4.00044 -5.39538 -0.1 0.0 -0.1
C 3.50047 -0.66657 -4.64492 -0.3 0.2 -0.8
C -3.05475 5.15406 -0.42709 -0.1 0.1 0.0
C -4.33955 1.14025 4.42215 -0.1 0.0 -0.2
H -3.29457 0.71748 -3.42556 0.0 0.0 -0.1
H -5.37312 1.93628 1.29366 0.0 0.1 0.1
As -2.79063 1.04693 -0.05993 -0.3 -0.7 1.4
C -0.25229 2.74818 -2.06154 0.2 -0.4 0.2
C -3.91749 -0.39520 -0.71774 0.3 0.0 -0.2
C -3.39056 2.78403 -0.69272 0.7 0.0 -0.3
H -4.67797 1.17156 5.44697 0.0 0.0 0.1
C -1.56923 -2.16176 -3.90021 0.0 0.3 0.1
H 0.22636 -0.15116 -5.40690 0.0 0.0 -0.1
C -1.25890 2.29331 -4.19972 0.1 0.1 0.2
H -0.90330 5.61945 -3.72134 0.0 0.1 0.0
C -2.54276 -2.89732 -4.54536 -0.1 -0.2 -0.1
H 3.55688 0.11827 2.67286 -0.1 0.1 -0.1
H -3.89989 6.38859 -1.95321 -0.1 0.2 -0.1
H -2.27320 3.67021 0.91534 -0.1 0.1 -0.1
H -4.82615 4.49696 -3.23154 -0.1 0.0 0.0
C -4.05690 -2.75049 -1.17935 -0.1 0.0 0.0
H 4.45707 -0.73492 -5.13949 0.1 0.0 0.0
H -2.64032 5.98474 0.12491 0.0 0.0 0.1
C -3.08629 -0.29238 -3.75695 0.3 0.2 0.0
C -1.82320 -0.83867 -3.53221 0.1 -0.3 0.1
C 1.11277 -0.34582 -4.81826 0.0 0.1 0.3
C -5.16191 1.61820 3.40863 0.0 0.0 -0.1
H -0.60361 -2.59501 -3.67978 0.1 -0.1 0.0
C -0.74123 1.82657 -2.99197 0.3 -0.3 -0.6
H -4.52425 -2.89310 -5.35406 -0.1 -0.1 0.0
C -4.28548 4.31636 -2.31419 -0.1 0.1 0.0
H 2.41814 -0.48188 -6.49972 0.1 0.0 -0.1
H 4.30809 -0.90234 -2.68221 0.1 -0.1 0.1
H -6.13635 2.02074 3.63927 -0.1 0.0 0.0
C -3.77401 -2.32607 -4.82640 0.1 0.1 0.1
C -3.31833 -1.65016 -0.78049 0.4 0.1 0.1
H -5.72439 0.72946 -0.99057 -0.1 -0.1 0.0
C -5.38780 -2.59675 -1.53381 0.0 0.0 0.0
C -4.72800 1.58285 2.09139 0.0 0.1 -0.2